1.
Below is a 2-piece molecular cluster, C5H5N overall in a non-equilibrium geometry, with properties calculated with ωB97M-V/def2-TZVPD.

CARTESIAN COORDINATES (ANGSTROEM)
C  0.38  -1.71  0.49
C  0.57  -0.61  0.01
N  0.97  0.54  -0.52
C  2.11  1.05  -0.39
H  -0.04  -2.63  0.80
H  2.29  2.02  -0.82
H  2.94  0.58  0.15
C  -1.88  0.46  -0.25
C  -2.73  -0.14  0.34
H  -1.18  1.12  -0.74
H  -3.42  -0.67  0.94

SMILES: C#CN=C.C#C
Total charge: 0
Orbital gap in eV: 9.46
HOMO in Ha: -0.33922
Relative energy (zero: lowest compared OMol25 entry of this formula, charge and spin) in eV: 5.399

---

2.
Below is one molecule with the formula C2H6N4O in a non-equilibrium geometry, with properties calculated with ωB97M-V/def2-TZVPD.

CARTESIAN COORDINATES (ANGSTROEM)
N  0.11  -1.26  0.36
C  -1.17  -0.60  0.14
N  0.71  1.55  -0.38
C  -0.17  -0.39  -1.19
O  1.23  -0.81  1.11
N  0.32  0.76  -1.47
N  -1.82  0.12  0.94
H  1.67  -0.17  0.50
H  0.01  -2.25  0.55
H  -0.08  1.73  0.26
H  1.03  2.44  -0.73
H  -1.56  -0.04  1.92
H  -0.30  -1.09  -2.00

Total charge: 0
Orbital gap in eV: 7.96
HOMO in Ha: -0.28490
Relative energy (zero: lowest compared OMol25 entry of this formula, charge and spin) in eV: 7.630

---

3.
Below is a 2-piece molecular cluster, C2H5FSi overall in a non-equilibrium geometry, with properties calculated with ωB97M-V/def2-TZVPD.

CARTESIAN COORDINATES (ANGSTROEM)
C  1.50  -0.73  -1.03
C  1.17  -0.32  0.16
F  -1.74  2.20  0.81
Si  -1.64  0.59  0.71
H  2.50  -1.10  -1.27
H  0.81  -0.75  -1.86
H  1.77  -0.25  1.04
H  -2.27  0.25  -0.55
H  -2.10  0.10  1.98

Total charge: 0
Orbital gap (alpha / beta) in eV: 8.11 / 8.12
HOMO (alpha / beta) in Ha: -0.30732 / -0.30757
Relative energy (zero: lowest compared OMol25 entry of this formula, charge and spin) in eV: 3.089

---

4.
Below is a 2-piece molecular cluster, C4H8N overall in a non-equilibrium geometry, with properties calculated with ωB97M-V/def2-TZVPD.

CARTESIAN COORDINATES (ANGSTROEM)
C  -0.07  -0.28  0.72
C  -0.02  -0.62  2.03
C  0.20  1.02  -0.06
C  -0.19  -0.94  -0.63
N  0.26  0.29  -1.31
H  -0.19  -1.73  2.26
H  -0.06  0.26  2.74
H  -0.81  2.11  0.11
H  0.99  1.76  0.05
H  0.30  -1.87  -0.96
H  -1.22  -1.17  -0.79
H  -0.31  0.57  -2.08
H  1.27  0.28  -1.38

Total charge: +1
Orbital gap in eV: 10.29
HOMO in Ha: -0.52084
Relative energy (zero: lowest compared OMol25 entry of this formula, charge and spin) in eV: 2.659

---

5.
Below is one molecule with the formula C4H4N2 in a non-equilibrium geometry, with properties calculated with ωB97M-V/def2-TZVPD.

CARTESIAN COORDINATES (ANGSTROEM)
C  1.35  -0.03  -0.04
C  0.62  1.17  -0.04
N  -0.78  1.21  -0.01
C  -1.32  0.03  0.03
C  -0.60  -1.14  0.02
N  0.75  -1.25  -0.02
H  2.42  0.04  0.30
H  1.15  2.14  0.10
H  -2.44  -0.02  0.00
H  -1.26  -2.08  -0.04

SMILES: c1cnccn1
Total charge: 0
Orbital gap in eV: 9.92
HOMO in Ha: -0.35884
Relative energy (zero: lowest compared OMol25 entry of this formula, charge and spin) in eV: 0.747

---

6.
Below is C12H17AsF3HoNOS6 as an isolated structure in a non-equilibrium geometry, with properties calculated with ωB97M-V/def2-TZVPD.

CARTESIAN COORDINATES (ANGSTROEM)
Ho  1.32  1.61  -0.22
S  4.15  -0.44  2.81
As  3.18  1.24  1.99
S  3.82  1.41  -0.21
S  0.91  0.95  2.16
S  3.70  2.99  3.00
F  -1.82  6.18  -1.55
C  -2.30  5.66  -0.40
F  -1.57  6.17  0.61
F  -3.56  6.16  -0.26
C  -2.32  4.16  -0.40
C  -3.53  3.51  -0.23
C  -3.56  2.12  -0.20
C  -2.36  1.45  -0.32
N  -1.19  2.05  -0.48
C  -1.13  3.41  -0.54
S  0.41  4.11  -0.82
H  -4.44  4.08  -0.11
H  -4.49  1.58  -0.07
H  -2.33  0.37  -0.28
C  -2.27  -2.44  0.93
C  -1.18  -3.38  0.40
C  -0.27  -2.71  -0.63
S  0.73  -1.43  0.24
O  1.09  -0.46  -0.88
C  2.22  -2.41  0.57
C  3.26  -2.38  -0.53
C  2.98  -3.31  -1.72
H  -2.84  -2.92  1.73
H  -2.97  -2.18  0.14
H  -1.83  -1.53  1.34
H  -1.65  -4.25  -0.07
H  -0.58  -3.75  1.23
H  -0.83  -2.17  -1.38
H  0.40  -3.43  -1.11
H  1.86  -3.42  0.80
H  2.65  -1.97  1.48
H  4.21  -2.65  -0.07
H  3.38  -1.36  -0.88
H  2.67  -4.30  -1.38
H  3.87  -3.42  -2.33
H  2.19  -2.90  -2.36

Total charge: -1
Orbital gap (alpha / beta) in eV: 5.98 / 5.98
HOMO (alpha / beta) in Ha: -0.14517 / -0.14519
Expectation value of S²: 6.00
Spin multiplicity: 5

---

7.
Below is C22H28N5O3ReS as an isolated structure in a non-equilibrium geometry, with properties calculated with ωB97M-V/def2-TZVPD.

CARTESIAN COORDINATES (ANGSTROEM)
Re  0.32  -0.38  0.33
C  -3.66  3.43  0.28
N  -3.19  2.10  -0.09
C  -4.21  1.25  -0.72
C  -1.97  1.66  0.09
O  -1.60  0.50  -0.21
C  -0.92  2.60  0.67
O  0.33  1.90  0.79
C  1.44  2.48  0.07
C  1.53  1.82  -1.31
O  1.13  0.62  -1.38
N  2.05  2.46  -2.33
C  2.10  1.84  -3.65
C  2.56  3.83  -2.25
H  -3.98  3.97  -0.62
H  -2.90  4.02  0.78
H  -4.52  3.34  0.94
H  -4.59  1.74  -1.61
H  -5.04  1.10  -0.03
H  -3.78  0.29  -1.00
H  -1.21  2.93  1.67
H  -0.81  3.47  0.03
H  2.33  2.22  0.63
H  1.33  3.56  0.02
H  1.76  0.81  -3.60
H  3.11  1.87  -4.04
H  1.45  2.40  -4.33
H  2.94  4.07  -1.26
H  1.80  4.55  -2.55
H  3.39  3.92  -2.95
S  3.48  -1.44  3.32
C  4.32  -1.13  1.85
C  3.49  -0.79  0.83
C  2.12  -0.81  1.21
C  1.99  -1.13  2.58
C  0.66  -1.19  3.16
C  0.37  -1.45  4.50
C  -0.94  -1.44  4.92
C  -1.95  -1.19  3.99
C  -1.60  -0.94  2.68
N  -0.32  -0.94  2.26
H  5.40  -1.22  1.83
H  3.86  -0.58  -0.17
H  1.19  -1.64  5.19
H  -1.19  -1.63  5.96
H  -2.99  -1.19  4.28
H  -2.36  -0.76  1.93
N  -0.54  -5.59  -2.85
C  -0.33  -4.51  -2.13
C  -1.05  -4.24  -0.94
C  -0.81  -3.11  -0.24
N  0.11  -2.18  -0.62
C  0.82  -2.43  -1.76
C  0.64  -3.54  -2.52
H  -1.24  -6.27  -2.59
H  -0.01  -5.78  -3.69
H  -1.78  -4.96  -0.58
H  -1.35  -2.92  0.68
H  1.56  -1.69  -2.04
H  1.24  -3.69  -3.40

Total charge: +3
Orbital gap (alpha / beta) in eV: 5.77 / 6.33
HOMO (alpha / beta) in Ha: -0.60913 / -0.61042
Expectation value of S²: 0.79
Spin multiplicity: 2
Relative energy (zero: lowest compared OMol25 entry of this formula, charge and spin) in eV: 0.310

---

8.
Below is one molecule with the formula C7H6FNO5S in a non-equilibrium geometry, with properties calculated with ωB97M-V/def2-TZVPD.

CARTESIAN COORDINATES (ANGSTROEM)
C  -1.02  -2.12  -0.60
C  -1.04  -0.58  -1.03
C  -2.41  0.28  -0.81
N  -0.04  0.09  -1.61
C  1.08  0.33  -0.75
C  1.21  0.73  0.62
S  -0.18  1.03  1.78
O  -1.08  2.14  1.34
O  -0.92  -0.26  2.10
F  0.51  1.49  3.27
C  2.75  0.89  1.02
O  3.33  0.89  2.11
O  3.37  1.10  -0.28
C  2.63  0.26  -1.20
O  3.06  -0.44  -2.14
H  -1.98  -2.36  0.01
H  -0.07  -2.27  0.04
H  -0.98  -2.75  -1.57
H  -2.84  0.11  0.24
H  -3.19  0.05  -1.62
H  -2.19  1.41  -0.92

SMILES: CC(C)=NC1=C(S(=O)(=O)F)C(=O)OC1=O
Total charge: 0
Orbital gap in eV: 8.24
HOMO in Ha: -0.36443